Record 1
This record from OMol25 describes a molecular structure, C32H48AsBrNO6RuS4Si2 in a non-equilibrium geometry. The level of theory is wB97M-V/def2-TZVPD.

Geometry (Å):
Ru: -0.09203 0.05111 0.24102
S: -0.11787 0.03120 2.83815
C: -1.75158 -0.35342 3.27593
C: -2.19051 -0.10026 4.58015
C: -3.46187 -0.45320 4.99601
C: -4.33228 -1.06008 4.09596
C: -3.91771 -1.29018 2.79696
C: -2.63087 -0.94958 2.36564
S: -2.17494 -1.32452 0.73571
H: -1.50261 0.38615 5.26320
H: -3.77883 -0.25332 6.01392
H: -5.32989 -1.35242 4.40501
H: -4.59182 -1.73786 2.07466
C: 1.23188 -6.07599 -3.08218
Si: 2.26667 -4.63833 -2.38589
C: 2.96166 -5.16707 -0.71998
C: 3.71966 -4.36109 -3.57801
C: 1.14843 -3.13752 -2.50226
C: 0.62409 -2.80666 -3.74920
C: -0.26899 -1.75781 -3.91345
C: -0.65800 -1.05356 -2.78720
N: -0.16176 -1.34282 -1.59115
C: 0.74915 -2.31318 -1.42305
S: 1.34852 -2.38139 0.18196
H: 1.79481 -7.01218 -3.13785
H: 0.87473 -5.84039 -4.08774
H: 0.35277 -6.24634 -2.45655
H: 3.50496 -6.11404 -0.80314
H: 2.16081 -5.28072 0.01046
H: 3.63511 -4.40460 -0.32784
H: 4.33853 -5.25704 -3.67934
H: 4.35415 -3.54658 -3.22154
H: 3.35913 -4.08618 -4.57201
H: 0.93210 -3.37920 -4.62159
H: -0.66136 -1.48904 -4.88391
H: -1.36642 -0.23729 -2.83788
O: 1.29348 3.54073 -3.05536
As: -0.09509 2.43639 -2.50911
O: -0.80992 1.94901 -3.89182
O: 0.79212 1.34400 -1.63875
C: -1.12877 3.92966 -1.75951
C: -1.02382 5.17691 -2.35985
C: -1.85812 6.20922 -1.95311
C: -2.81008 6.00085 -0.96160
C: -2.91463 4.76069 -0.34956
C: -2.07147 3.74276 -0.75412
S: -1.96093 2.17362 0.06394
O: -3.08837 2.01788 0.94991
O: -0.66484 2.30348 0.74674
O: -1.91308 1.22355 -1.05040
H: 2.06460 2.98273 -2.89329
H: -0.27696 5.32110 -3.12898
H: -1.77205 7.18587 -2.41568
H: -3.47534 6.80414 -0.66685
H: -3.63223 4.56234 0.43690
C: 5.07517 3.57901 0.85480
C: 5.54214 2.12063 0.97757
C: 5.60817 1.57001 -0.45636
C: 6.95656 2.09227 1.57320
Si: 4.27652 1.11714 2.07315
Br: 2.44820 0.98945 0.66028
C: 3.71958 2.10112 3.64998
C: 4.92171 2.75535 4.34920
C: 3.02421 1.18217 4.66462
C: 2.69644 3.18389 3.26740
C: 4.85236 -0.68906 2.45499
C: 3.65949 -1.53661 2.91828
C: 5.93865 -0.71836 3.54024
C: 5.40400 -1.35466 1.18589
H: 5.74243 4.11983 0.17476
H: 5.08319 4.09987 1.81297
H: 4.06593 3.62114 0.44001
H: 6.27069 2.20606 -1.05418
H: 4.62164 1.57472 -0.92019
H: 5.99208 0.55246 -0.49697
H: 7.61590 2.74508 0.99065
H: 7.37501 1.08369 1.54290
H: 6.97174 2.43509 2.61027
H: 5.69962 2.02180 4.58144
H: 4.59457 3.20898 5.29040
H: 5.36827 3.54169 3.73797
H: 3.70369 0.43161 5.07328
H: 2.16192 0.68396 4.22088
H: 2.65808 1.78840 5.50060
H: 3.05953 3.85424 2.48860
H: 2.45862 3.78398 4.15306
H: 1.76898 2.73061 2.91389
H: 3.23153 -1.18758 3.85584
H: 3.98513 -2.57368 3.05937
H: 2.86691 -1.54320 2.17185
H: 5.56769 -0.32144 4.48748
H: 6.81822 -0.13686 3.25198
H: 6.25617 -1.75222 3.71214
H: 4.67352 -1.30133 0.37493
H: 5.60109 -2.41251 1.38945
H: 6.34074 -0.89854 0.85892

Computed properties:
ΔE to the lowest compared entry with this formula, charge and spin   416.2 kJ/mol
Orbital gap (alpha / beta)   5.424 / 5.461 eV
<S²>   0.82
LUMO energy (alpha / beta)   3.88 / 3.88 eV
Multiplicity   2
HOMO energy (alpha / beta)   -1.5 / -1.6 eV
Total charge   -2

***

Record 2
This record from OMol25 describes 8 unconnected molecules or ions with the total composition C64H143N7O3 in a non-equilibrium geometry. The level of theory is wB97M-V/def2-TZVPD.

Geometry (Å):
C: -0.09362 5.24504 -1.12281
C: -1.45502 5.91312 -1.39479
N: -1.34908 7.41211 -1.24766
C: -0.47323 8.01629 -2.32298
C: -2.86411 7.89107 -1.40874
C: -3.01088 9.32480 -1.22106
C: -0.76196 7.89713 0.20036
C: -1.64171 7.55107 1.30425
O: -1.61850 6.14158 1.52905
C: -2.28183 5.81671 2.76020
H: 0.26399 5.41594 -0.11562
H: 0.63299 5.58584 -1.84996
H: -0.07811 4.15952 -1.18467
H: -2.17448 5.50676 -0.70359
H: -1.77532 5.72595 -2.42213
H: 0.58271 7.98703 -2.06700
H: -0.75723 9.04810 -2.43907
H: -0.69068 7.51194 -3.25014
H: -3.42691 7.26084 -0.72330
H: -3.08234 7.53866 -2.41271
H: -2.25196 9.89985 -1.75311
H: -2.95729 9.68330 -0.20167
H: -3.94896 9.73621 -1.59640
H: -0.65838 8.94397 0.01319
H: 0.20392 7.42705 0.35654
H: -2.66754 7.87233 1.07401
H: -1.27723 8.15971 2.15626
H: -1.75511 6.30435 3.57594
H: -2.35428 4.74461 2.88154
H: -3.32329 6.21947 2.84896
C: 4.41281 1.92612 1.57940
C: 5.08177 1.61057 0.26805
C: 4.11472 1.97131 -0.84305
N: 4.81412 2.24355 -2.16969
C: 5.43120 0.93858 -2.76254
C: 4.42453 -0.07096 -3.15137
C: 3.51056 0.56635 -4.25385
C: 2.75143 1.74354 -3.58427
C: 3.80085 2.75513 -3.16984
C: 5.86095 3.26048 -1.98530
H: 4.09345 2.95285 1.69216
H: 4.99155 1.58438 2.42887
H: 3.47270 1.34629 1.63053
H: 5.34388 0.55736 0.18955
H: 6.01579 2.17546 0.29335
H: 3.57091 2.87187 -0.57979
H: 3.40608 1.16171 -0.91285
H: 6.11178 0.54381 -1.99464
H: 6.11476 1.24493 -3.55522
H: 3.81267 -0.39638 -2.31151
H: 4.96287 -0.93587 -3.52995
H: 2.81972 -0.18803 -4.62267
H: 4.16027 0.90946 -5.04926
H: 2.17446 1.25655 -2.79145
H: 2.00657 2.21192 -4.22829
H: 3.24989 3.63283 -2.82118
H: 4.35190 3.04477 -4.06828
H: 5.37770 4.07988 -1.46974
H: 6.16622 3.52895 -2.98985
H: 6.70176 2.84639 -1.44688
C: -6.64756 -2.19365 -0.48377
C: -5.91992 -2.47217 0.79491
C: -4.82818 -3.43647 0.43238
N: -3.88308 -3.70425 1.60398
C: -2.93109 -4.91085 1.26495
C: -1.87453 -4.55938 0.18691
C: -1.12885 -3.26727 0.55951
C: -2.08377 -2.07773 0.78508
C: -3.02302 -2.43376 1.90860
C: -4.64719 -4.09908 2.85950
H: -7.34767 -1.36846 -0.38298
H: -7.21741 -3.03577 -0.86683
H: -5.99959 -1.92222 -1.34070
H: -6.55785 -2.96501 1.51933
H: -5.50238 -1.58826 1.28960
H: -4.30158 -2.97159 -0.41753
H: -5.22957 -4.41047 0.13219
H: -3.57975 -5.72625 0.94739
H: -2.42703 -5.21194 2.18348
H: -2.37056 -4.52168 -0.80514
H: -1.14031 -5.37369 0.15299
H: -0.33875 -3.04988 -0.15601
H: -0.50991 -3.51523 1.42249
H: -2.66649 -1.84845 -0.11207
H: -1.53752 -1.15375 1.00595
H: -3.67209 -1.61312 2.18650
H: -2.41477 -2.69856 2.76313
H: -3.92592 -4.31477 3.64096
H: -5.24796 -4.99397 2.73706
H: -5.26772 -3.25220 3.10375
C: 4.07581 -3.42921 -1.64547
C: 2.71954 -3.99650 -2.02652
C: 2.39028 -3.60359 -3.44752
N: 1.04829 -4.18738 -3.89098
C: 1.01052 -5.76191 -3.60540
C: -0.26190 -6.30030 -4.24627
C: -0.30627 -5.95645 -5.76364
C: -0.30638 -4.44372 -5.96960
C: 0.99927 -3.90899 -5.42447
C: -0.08090 -3.54928 -3.14217
H: 4.76091 -3.61701 -2.47517
H: 4.53616 -3.92560 -0.79659
H: 3.99393 -2.38767 -1.35993
H: 1.99506 -3.52732 -1.33683
H: 2.77026 -5.07724 -1.89467
H: 3.11189 -4.03651 -4.13368
H: 2.39420 -2.51400 -3.54763
H: 1.84309 -6.27750 -4.06582
H: 0.94843 -5.84456 -2.53847
H: -0.35171 -7.37534 -4.09216
H: -1.17466 -5.81752 -3.85948
H: 0.52384 -6.42328 -6.28893
H: -1.17724 -6.37743 -6.26594
H: -0.31071 -4.23327 -7.04333
H: -1.22321 -3.90146 -5.65050
H: 1.82670 -4.44746 -5.85236
H: 1.14064 -2.83116 -5.54328
H: 0.10805 -2.47219 -3.06365
H: -0.06843 -3.90815 -2.12431
H: -1.03535 -3.76386 -3.58638
C: 1.81177 -5.26541 1.92088
C: 3.10623 -4.86277 2.59656
C: 3.09606 -3.37711 2.58104
N: 4.32589 -2.79870 3.31027
C: 4.42369 -3.43035 4.75626
C: 5.46400 -2.72909 5.55571
C: 5.13379 -1.24332 5.72103
C: 5.07253 -0.56188 4.32025
C: 4.02038 -1.26952 3.49468
C: 5.52564 -3.01559 2.44349
H: 0.92384 -5.04131 2.53277
H: 1.76678 -6.34951 1.75833
H: 1.73567 -4.79671 0.93867
H: 3.92357 -5.26268 2.00219
H: 3.21616 -5.30566 3.58747
H: 2.14466 -3.07281 3.01874
H: 3.07810 -2.94142 1.59251
H: 3.44295 -3.29007 5.19929
H: 4.66858 -4.47673 4.62926
H: 5.66180 -3.28228 6.48514
H: 6.39933 -2.80305 5.03189
H: 4.14673 -1.13254 6.19594
H: 5.88440 -0.71531 6.30259
H: 4.82707 0.51445 4.35722
H: 6.02759 -0.60564 3.77868
H: 3.02552 -1.13881 3.92176
H: 4.02367 -0.89316 2.47695
H: 5.72851 -4.06007 2.24523
H: 6.44496 -2.63494 2.87545
H: 5.37995 -2.62967 1.44703
C: -4.21619 1.08844 -1.00724
C: -3.22931 0.55422 -2.02062
C: -3.29177 1.47630 -3.23229
N: -2.30032 0.98854 -4.29268
C: -2.52943 -0.54986 -4.77212
C: -3.82316 -0.73052 -5.51083
C: -3.87676 0.21351 -6.70336
C: -3.69098 1.73324 -6.36431
C: -2.42427 1.91358 -5.51094
C: -0.89307 1.04335 -3.79435
H: -4.05465 2.12334 -0.70873
H: -4.21141 0.43133 -0.14358
H: -5.22251 1.00841 -1.41211
H: -3.55366 -0.47377 -2.16262
H: -2.22681 0.51829 -1.58767
H: -2.93451 2.48688 -3.03409
H: -4.29613 1.49567 -3.64916
H: -2.37255 -1.22334 -3.92655
H: -1.71814 -0.66439 -5.49864
H: -4.65033 -0.60155 -4.81171
H: -3.95298 -1.76582 -5.86661
H: -4.81826 0.18291 -7.20660
H: -3.08460 0.00202 -7.42787
H: -4.56278 2.16780 -5.83699
H: -3.57536 2.32003 -7.26772
H: -2.44474 2.91128 -5.05674
H: -1.51216 1.96607 -6.10045
H: -0.76668 1.91798 -3.15663
H: -0.28117 1.05017 -4.68060
H: -0.56189 0.21879 -3.15027
C: -4.77915 1.63360 7.62466
C: -3.38900 0.93178 7.43878
C: -2.78631 1.57768 6.24155
N: -1.33085 1.11705 5.87640
C: -1.45817 -0.39056 5.56951
C: -0.17476 -0.94705 4.95950
C: 0.11369 -0.17318 3.64663
C: 0.28639 1.33330 3.93812
C: -0.92536 1.89343 4.60766
C: -0.38786 1.42623 6.96874
H: -5.28660 1.18197 8.45905
H: -5.36238 1.50975 6.70013
H: -4.65907 2.70972 7.76781
H: -3.50633 -0.14356 7.30201
H: -2.85972 1.10126 8.37870
H: -2.68563 2.63634 6.45361
H: -3.33618 1.44057 5.31123
H: -2.28732 -0.52512 4.88699
H: -1.66499 -0.97645 6.46146
H: -0.24992 -2.03289 4.81665
H: 0.63058 -0.80238 5.69292
H: -0.76271 -0.30711 2.99747
H: 0.98953 -0.53633 3.10209
H: 0.51636 1.90120 3.04427
H: 1.11966 1.41211 4.63922
H: -1.77971 1.89818 3.93902
H: -0.82304 2.94406 4.92317
H: -0.66780 0.87624 7.85354
H: -0.37061 2.49914 7.15750
H: 0.59696 1.22179 6.62029
C: 0.65604 1.14129 -0.13394
C: 1.20500 -0.31811 -0.39290
O: 1.44468 -1.00022 0.62357
O: 1.28369 -0.72661 -1.59265
H: -0.42576 1.11952 -0.08496
H: 0.87797 1.75216 -1.01482
H: 1.14491 1.56161 0.74603

Computed properties:
Orbital gap   9.253 eV
LUMO energy   -10.80 eV
Multiplicity   1
HOMO energy   -20.1 eV
Total charge   +6

***

Record 3
This record from OMol25 describes 2 unconnected molecules or ions with the total composition CH3IO2S in a non-equilibrium geometry. The level of theory is wB97M-V/def2-TZVPD.

Geometry (Å):
C: -1.25876 -0.62375 0.37422
O: -0.04624 -0.60578 0.45006
O: 1.95387 1.37269 -0.01086
S: 2.34814 0.00822 0.22873
I: 4.86181 -0.05755 -0.05661
H: 1.99578 -0.42025 -0.99568
H: -2.00098 -0.43762 1.16393
H: -1.88647 -0.83222 -0.52189

Computed properties:
ΔE to the lowest compared entry with this formula, charge and spin   144.3 kJ/mol
Orbital gap   8.820 eV
LUMO energy   -0.43 eV
Multiplicity   1
HOMO energy   -9.2 eV

***

Record 4
This record from OMol25 describes a single C3H7N3OS molecule in a non-equilibrium geometry. The level of theory is wB97M-V/def2-TZVPD.

Geometry (Å):
C: 2.14561 0.74227 -0.33733
C: -0.33857 -0.82242 0.86180
C: -2.78861 0.91970 0.05371
H: 2.92857 0.75937 0.58742
H: 2.85803 0.79435 -1.23804
H: 1.43869 1.67784 -0.25930
H: 2.05992 -1.38609 -0.72211
H: -0.92913 -1.07724 1.76218
H: -0.39945 -1.00295 -1.05762
H: -3.80292 1.18233 0.30344
N: 1.32531 -0.54277 -0.50489
N: 0.99588 -0.79833 0.91547
N: -1.03253 -1.13527 -0.30003
O: -1.81757 1.58342 0.20858
S: -2.64322 -0.89420 -0.27330

Computed properties:
ΔE to the lowest compared entry with this formula, charge and spin   383.1 kJ/mol
Orbital gap   9.677 eV
LUMO energy   0.74 eV
SMILES string   CN/N=C\NSC=O
Multiplicity   1
HOMO energy   -8.9 eV

***

Record 5
This record from OMol25 describes a molecular structure, C10H24ClIN2OPSYb in a non-equilibrium geometry. The level of theory is wB97M-V/def2-TZVPD.

Geometry (Å):
C: 0.81272 -2.02955 -1.94994
I: 0.32806 1.93931 -0.90512
H: -0.24662 -1.91142 -1.60528
H: 1.38094 -2.55820 -1.16949
H: 0.82306 -2.59083 -2.89029
Yb: -1.64672 -0.07997 -0.13747
P: -0.07366 0.39711 -3.48253
C: 1.37067 0.96994 -4.44132
C: -0.67602 -0.87376 -4.66857
H: -2.23564 1.49343 -3.48415
H: -1.36128 1.71484 -5.05679
H: -0.92577 2.69669 -3.59554
C: -1.27521 1.72428 -3.95742
H: -1.63365 -1.26805 -4.31464
H: -0.81240 -0.36134 -5.63534
H: 1.05147 1.09067 -5.48665
H: 2.17274 0.22310 -4.37558
H: 0.04269 -1.69096 -4.78717
H: 1.71595 1.92046 -4.02480
C: 1.42849 -0.71207 -2.11342
O: 2.45257 -0.23314 -1.69517
Cl: -3.32715 -0.67347 -1.76371
C: 2.45764 -0.13151 2.64962
N: 1.24863 -0.02856 3.47314
C: 1.45560 0.08225 4.91203
C: 0.04874 -0.35768 2.94288
S: 0.04989 -1.42423 1.58789
N: -1.10024 0.24450 3.40054
C: -1.54322 0.17472 4.78030
C: -2.21904 0.39702 2.45210
H: 3.25661 0.32349 3.23652
H: 2.36466 0.45929 1.72992
H: 2.69261 -1.18443 2.37910
H: 1.04899 1.02283 5.29543
H: 1.01282 -0.74886 5.47808
H: 2.54124 0.08751 5.09276
H: -2.32879 0.92895 4.86926
H: -2.00109 -0.79319 5.03770
H: -0.77625 0.42434 5.51850
H: -2.01441 1.21930 1.74368
H: -2.45914 -0.55348 1.93533
H: -3.10051 0.67066 3.02559

Computed properties:
Orbital gap (alpha / beta)   7.604 / 6.435 eV
<S²>   0.75
LUMO energy (alpha / beta)   -7.40 / -8.56 eV
Multiplicity   2
HOMO energy (alpha / beta)   -15.0 / -15.0 eV
Total charge   +2

***

Record 6
This record from OMol25 describes a single C15H25NO2S molecule. The level of theory is wB97M-V/def2-TZVPD.

Geometry (Å):
C: 1.84119 2.09359 1.65992
N: 2.03920 1.60797 0.31393
C: 0.86653 1.71040 -0.51594
H: 1.15083 1.51853 -1.55081
C: -0.33458 0.78715 -0.19961
O: -0.27177 -0.34522 -1.03800
H: -1.13002 -0.78491 -0.98456
C: -1.66410 1.51370 -0.42497
O: -2.69574 0.58345 -0.17354
C: -3.98091 1.10415 -0.40209
C: -4.99842 0.06042 -0.08389
C: -4.83755 -1.08977 0.61980
C: -6.03450 -1.83489 0.73783
C: -7.08403 -1.23657 0.12542
S: -6.63548 0.25087 -0.61805
H: -8.10064 -1.56840 0.05742
H: -6.10251 -2.77298 1.25866
H: -3.89382 -1.39086 1.03486
H: -4.08379 1.42561 -1.45239
H: -4.14440 1.99562 0.23013
H: -1.72162 1.87166 -1.46427
H: -1.75184 2.37667 0.25067
H: -0.30446 0.46774 0.85304
H: 0.52725 2.74937 -0.44786
C: 2.87549 0.41797 0.22432
C: 2.30503 -0.86824 0.84237
C: 3.36484 -1.96605 0.82230
C: 3.82504 -2.24048 -0.60569
C: 4.35314 -0.96228 -1.24945
C: 3.28205 0.12444 -1.22042
H: 2.41290 -0.22553 -1.77818
H: 3.65530 1.03841 -1.68588
H: 4.64904 -1.16103 -2.28185
H: 5.23858 -0.61981 -0.70817
H: 4.60124 -3.00922 -0.60690
H: 2.98048 -2.61312 -1.18927
H: 2.95948 -2.87964 1.26372
H: 4.22190 -1.65615 1.42640
H: 1.44136 -1.19164 0.26232
H: 1.98988 -0.68463 1.87188
H: 3.78800 0.67929 0.77982
H: 2.80383 2.12443 2.16897
H: 1.44597 3.10917 1.60969
H: 1.15164 1.49083 2.26831

Computed properties:
ΔE to the lowest compared entry with this formula, charge and spin   176.6 kJ/mol
Orbital gap   8.776 eV
LUMO energy   0.73 eV
SMILES string   CN(C[C@H](O)COCc1cccs1)C1CCCCC1
Multiplicity   1
HOMO energy   -8.1 eV

***

- What is the formula in the sixth record?
  C15H25NO2S

***

- Number 4 is which compound?
  C3H7N3OS